[1]
DFT (wB97M-V/def2-TZVPD) results for an isolated molecule of C2H5N3OS.

Computed properties:
- gap between HOMO and LUMO (Eh) = 0.3377
- LUMO level (eV) = 0.5

ORCA input file:
```
! wB97M-V def2-TZVPD RIJCOSX def2/J DEFGRID3
* xyz 0 1
H 0.1446 2.3339 1.7280
N -0.4800 1.5685 1.6707
C -0.1223 0.7284 0.7756
N -0.7850 -0.5214 0.7530
O -1.1061 -1.0495 -0.5228
C 0.0830 -1.3549 -1.1691
S 0.8889 0.1592 -1.7145
N 0.9775 0.7990 -0.0931
H -1.6697 -0.4802 1.2155
H -0.1669 -1.9457 -2.0355
H 0.7916 -1.9400 -0.5400
H 1.4444 1.7027 -0.0677
*
```

=====

[2]
DFT (wB97M-V/def2-TZVPD) results for C36H30As3F18HgN6O12 as an isolated structure.

Computed properties:
- gap between HOMO and LUMO (Eh) = 0.3146
- LUMO level (eV) = 0.9

ORCA input file:
```
! wB97M-V def2-TZVPD RIJCOSX def2/J DEFGRID3
* xyz -1 1
Hg -0.5046 -0.4891 -0.0980
As -0.7595 -4.0642 1.8416
F 0.7274 -4.5440 1.0985
F -0.7988 -2.6275 0.7611
F -2.2396 -3.6025 2.5192
F -0.6913 -5.4289 2.8735
F 0.1310 -3.0711 2.9408
F -1.6030 -4.9002 0.5908
As -4.0984 0.6432 1.4014
F -5.5177 1.4231 1.9658
F -4.2398 -0.5597 2.5672
F -2.6235 -0.1519 0.8099
F -3.8380 1.9109 0.2318
F -3.0952 1.5855 2.4819
F -5.0042 -0.2163 0.2441
As 1.6556 1.3224 -3.0509
F 0.1963 0.9675 -3.9013
F 1.0026 2.8469 -2.5883
F 3.0847 1.6299 -2.1651
F 2.2323 -0.2378 -3.4745
F 2.3457 2.0110 -4.4563
F 0.9438 0.6506 -1.5824
C -1.7192 6.0954 -0.0494
C -0.3382 6.1976 -0.2140
C 0.4596 5.1115 0.0920
C -0.1351 3.9264 0.4584
C -1.4998 3.8036 0.6540
C -2.2875 4.9179 0.4290
N 0.7155 2.7561 0.6060
O 1.9048 2.8829 0.6049
O 0.1382 1.6750 0.7118
H -2.3497 6.9604 -0.2225
H 0.0803 7.1101 -0.6147
H 1.5200 5.2750 -0.0342
H -1.9903 2.9485 1.0973
H -3.3631 4.8945 0.5441
C -3.2098 5.1783 -3.5470
C -2.2338 4.8555 -2.6129
C -2.0317 3.5230 -2.2791
C -2.6564 2.5525 -3.0185
C -3.5133 2.8464 -4.0626
C -3.7821 4.1764 -4.3215
N -2.3787 1.1690 -2.7072
O -2.7702 0.3338 -3.4957
O -1.7843 0.9296 -1.6782
H -3.4433 6.2165 -3.7473
H -1.7646 5.6565 -2.0570
H -1.2753 3.2961 -1.5413
H -3.9400 2.0547 -4.6584
H -4.5305 4.4555 -5.0528
C -0.7053 -4.2872 -5.6156
C -0.3544 -2.9927 -5.2606
C -0.9668 -2.4024 -4.1776
C -1.9536 -3.0947 -3.5190
C -2.4156 -4.3233 -3.9443
C -1.7758 -4.9332 -5.0061
N -2.5131 -2.5631 -2.2840
O -3.6539 -2.8038 -1.9863
O -1.7411 -1.8883 -1.6280
H -0.1847 -4.7775 -6.4307
H 0.4738 -2.5212 -5.7711
H -0.6502 -1.4443 -3.7865
H -3.1607 -4.8766 -3.3897
H -2.0077 -5.9372 -5.3351
C 0.0798 2.4333 6.6383
C -0.0496 1.1005 7.0291
C -0.4075 0.1491 6.0791
C -0.6896 0.5575 4.7931
C -0.6871 1.8858 4.4155
C -0.3256 2.8324 5.3644
N -1.0575 -0.4544 3.7921
O -0.8009 -0.2160 2.6203
O -1.7302 -1.3652 4.1833
H 0.2216 3.1553 7.4365
H 0.0986 0.8252 8.0639
H -0.4626 -0.8988 6.3418
H -1.0406 2.1889 3.4420
H -0.4125 3.8924 5.1572
C 5.2328 -4.6164 -1.5985
C 4.2446 -5.5751 -1.4154
C 2.9079 -5.1956 -1.3471
C 2.6178 -3.8711 -1.5388
C 3.5735 -2.9063 -1.7857
C 4.8997 -3.2965 -1.8362
N 1.2153 -3.4716 -1.6537
O 0.9487 -2.2985 -1.4794
O 0.4018 -4.3342 -1.8903
H 6.2528 -4.9825 -1.6452
H 4.4985 -6.6226 -1.3194
H 2.1185 -5.9045 -1.1523
H 3.2711 -1.8859 -1.9850
H 5.6500 -2.5608 -2.0941
C 4.6699 0.3904 4.5992
C 5.1964 -0.7505 4.0011
C 4.4414 -1.4367 3.0609
C 3.2202 -0.9194 2.6844
C 2.7151 0.2367 3.2495
C 3.4324 0.8933 4.2380
N 2.5371 -1.5266 1.5509
O 1.5391 -0.9633 1.1374
O 2.9828 -2.5500 1.0935
H 5.2656 0.9354 5.3250
H 6.1682 -1.1173 4.2966
H 4.8965 -2.3082 2.6129
H 1.8023 0.6447 2.8374
H 3.0457 1.8561 4.5385
*
```

=====

[3]
DFT (wB97M-V/def2-TZVPD) results for a 4-piece molecular cluster, C24H42IN2O7P overall.

Computed properties:
- gap between HOMO and LUMO (Eh) = 0.2558
- LUMO level (eV) = -1.2

ORCA input file:
```
! wB97M-V def2-TZVPD RIJCOSX def2/J DEFGRID3
* xyz 0 1
C 2.4543 2.5735 -1.7215
P 1.6971 3.6999 -3.0675
C 2.8320 3.4562 -4.5991
C -0.0755 3.1413 -3.4959
C -0.1815 1.9081 -4.5015
C -1.6023 1.4653 -4.9025
C -2.9363 2.1447 -4.3727
N -4.1714 1.5867 -4.8541
C -5.2600 2.3288 -4.3074
C -5.1538 3.5483 -3.3495
N -3.9171 4.0570 -2.8588
C -2.7948 3.3304 -3.3884
C -1.3573 3.8334 -2.9400
C -1.1614 5.0858 -1.9384
C -1.9911 4.9512 -0.5770
O -1.8682 4.0487 0.2753
I -3.5072 6.5165 -0.1823
H 2.6747 3.1563 -0.7463
H 1.6675 1.7524 -1.4925
H 3.4037 2.0396 -2.1082
H 2.6292 2.4431 -5.1028
H 2.5660 4.2612 -5.3849
H 3.9498 3.5384 -4.3220
H 0.7496 1.3774 -4.9102
H -1.7073 0.5590 -5.6093
H -6.3204 1.9948 -4.6167
H -6.1298 4.0591 -3.0146
H -0.0690 5.2762 -1.6601
H -1.5164 6.0262 -2.5134
C 6.1652 -2.4242 -0.0115
O 5.2303 -3.2107 -0.7369
C 3.8960 -2.7227 -0.6050
C 3.4539 -1.9788 -1.8594
O 4.1648 -0.7494 -2.0109
C 5.1773 -0.8319 -3.0037
H 7.1703 -2.7525 -0.2818
H 6.0685 -1.3621 -0.2508
H 6.0246 -2.5761 1.0637
H 3.7943 -2.0889 0.2825
H 3.2508 -3.5964 -0.4700
H 2.3944 -1.7220 -1.7601
H 3.5653 -2.6087 -2.7492
H 4.7222 -0.8972 -3.9967
H 5.8330 -1.6915 -2.8391
H 5.7781 0.0780 -2.9540
C 1.3942 -1.2283 2.9609
O 1.2762 -1.6710 1.6155
C 0.0981 -2.4481 1.4036
C -0.9749 -1.6400 0.6827
O -1.4951 -0.6071 1.5191
C -0.9848 0.6741 1.1732
H 2.2200 -0.5168 3.0151
H 0.4825 -0.7317 3.3021
H 1.6200 -2.0777 3.6139
H -0.2835 -2.8508 2.3484
H 0.3859 -3.2929 0.7693
H -1.8115 -2.3036 0.4415
H -0.5909 -1.2279 -0.2574
H -1.4018 0.9954 0.2145
H 0.1077 0.6704 1.1202
H -1.2929 1.3836 1.9428
C -4.9380 -3.2453 5.0937
O -4.2376 -3.2058 6.3296
C -3.0956 -4.0600 6.3311
C -1.8077 -3.2606 6.1729
O -1.7065 -2.6960 4.8661
C -1.9997 -1.3047 4.8544
H -5.6955 -2.4600 5.1053
H -4.2691 -3.0727 4.2467
H -5.4381 -4.2128 4.9800
H -3.1776 -4.8283 5.5545
H -3.0782 -4.5640 7.3027
H -0.9563 -3.9385 6.2923
H -1.7304 -2.4849 6.9428
H -1.1962 -0.7504 5.3496
H -2.9542 -1.0902 5.3434
H -2.0605 -0.9778 3.8148
*
```

=====

[4]
DFT (wB97M-V/def2-TZVPD) results for C12H20IrN2OSbSe6 as an isolated structure.

Computed properties:
- <S²> = 0.756
- gap between HOMO and LUMO (spin up / spin down) (Eh) = 0.2393 / 0.2563
- LUMO level (spin up / spin down) (eV) = -2.9 / -3.1

ORCA input file:
```
! wB97M-V def2-TZVPD RIJCOSX def2/J DEFGRID3
* xyz 1 2
Ir 0.1911 0.7822 -0.6660
C -3.3763 -0.6495 1.8106
C -2.1380 0.1223 1.4563
O -1.6150 -0.0622 0.3466
N -1.6756 0.9822 2.3702
C -0.4992 1.8372 2.2156
C 0.7940 1.0668 2.2735
C 1.4808 0.9137 3.4633
C 2.6545 0.1755 3.4871
C 3.1168 -0.3701 2.3055
C 2.3970 -0.1564 1.1448
N 1.2460 0.5294 1.1259
H -3.1779 -1.7115 1.6743
H -4.1704 -0.3679 1.1191
H -3.7141 -0.4729 2.8292
H -2.1677 1.0230 3.2464
H -0.5288 2.5630 3.0254
H -0.5628 2.3814 1.2713
H 1.0960 1.3752 4.3628
H 3.2007 0.0435 4.4114
H 4.0382 -0.9311 2.2519
H 2.7522 -0.5253 0.1919
Se 4.0882 -0.5747 -2.4494
Sb 5.3489 1.4944 -1.7188
Se 3.6171 2.5620 -0.1741
Se 1.7354 2.3820 -1.5747
Se 5.6616 -0.8317 -0.6907
C -2.8917 1.2638 -2.2737
Se -1.0101 1.1824 -2.7390
C -1.0534 -0.6015 -3.5561
C 0.2472 -1.3444 -3.3452
Se 0.6749 -1.6424 -1.4660
C -0.8668 -2.7457 -1.0333
H -3.1300 0.4477 -1.5978
H -3.4806 1.2110 -3.1859
H -3.0580 2.2209 -1.7857
H -1.2445 -0.4585 -4.6194
H -1.8980 -1.1354 -3.1220
H 1.0995 -0.7925 -3.7429
H 0.2139 -2.3192 -3.8311
H -0.8989 -3.5907 -1.7176
H -1.7823 -2.1641 -1.0731
H -0.7138 -3.1118 -0.0207
*
```

=====

Which strongest force on any atom belongs to each record? In order, 0.03221, 0.02627, 0.11551, 0.00268 hartree/bohr.
Which relative energy (zero: lowest compared OMol25 entry of this formula, charge and spin) belongs to each record? In order, 3.333, 0.000, 4.353, 0.758 eV.